Record 1
{"formula": "C30H61IN2O6PS", "method": "wB97M-V/def2-TZVPD", "symbols": ["C", "C", "C", "C", "C", "N", "C", "C", "C", "C", "O", "I", "N", "C", "P", "S", "H", "H", "H", "H", "H", "H", "H", "H", "H", "H", "H", "H", "H", "H", "H", "H", "H", "H", "H", "H", "H", "C", "C", "C", "O", "C", "H", "H", "H", "H", "H", "H", "H", "H", "C", "C", "C", "O", "C", "H", "H", "H", "H", "H", "H", "H", "H", "C", "C", "C", "O", "C", "H", "H", "H", "H", "H", "H", "H", "H", "C", "C", "C", "O", "C", "H", "H", "H", "H", "H", "H", "H", "H", "C", "C", "C", "O", "C", "H", "H", "H", "H", "H", "H", "H", "H"], "positions_angstrom": [[4.398, -0.485, 0.456], [3.591, -0.810, -0.811], [4.428, -1.753, -1.697], [2.184, -1.400, -0.540], [1.043, -0.375, -0.684], [-0.111, -1.053, -1.312], [-1.260, -0.169, -1.484], [-1.836, 0.188, -0.099], [-3.246, -0.356, 0.207], [-3.188, -1.742, 0.810], [-2.943, -1.934, 1.964], [-3.398, -3.368, -0.549], [-0.848, -0.239, 0.944], [0.507, 0.289, 0.616], [1.453, 0.278, 2.202], [0.226, 0.724, 3.651], [4.204, -1.221, 1.241], [5.467, -0.483, 0.229], [4.180, 0.517, 0.840], [3.423, 0.099, -1.400], [3.818, -2.311, -2.410], [5.196, -1.191, -2.230], [4.942, -2.497, -1.076], [2.139, -1.941, 0.411], [1.989, -2.152, -1.309], [1.395, 0.440, -1.330], [0.171, -1.345, -2.244], [-2.028, -0.693, -2.055], [-1.010, 0.752, -2.031], [-1.882, 1.277, 0.001], [-3.839, -0.378, -0.708], [-3.757, 0.282, 0.937], [-0.806, -1.256, 1.032], [-1.118, 0.160, 1.865], [0.362, 1.363, 0.445], [2.470, 1.209, 1.987], [2.067, -0.967, 2.358], [3.930, 2.327, -5.609], [5.052, 2.878, -4.731], [4.491, 2.651, -3.336], [3.665, 1.484, -3.414], [3.451, 1.136, -4.789], [4.255, 2.048, -6.609], [3.132, 3.068, -5.704], [5.963, 2.294, -4.872], [5.286, 3.923, -4.925], [3.864, 3.490, -3.013], [5.270, 2.497, -2.588], [4.031, 0.236, -5.019], [2.393, 0.911, -4.936], [-2.683, -2.332, 6.442], [-1.519, -2.544, 5.478], [-0.370, -1.902, 6.245], [-0.656, -2.091, 7.628], [-2.004, -2.534, 7.792], [-3.517, -3.015, 6.283], [-3.058, -1.309, 6.353], [-1.336, -3.611, 5.338], [-1.675, -2.092, 4.498], [-0.306, -0.829, 6.041], [0.599, -2.352, 6.019], [-1.998, -3.592, 8.076], [-2.468, -1.964, 8.597], [0.132, 4.376, -3.912], [1.109, 5.537, -4.075], [1.059, 6.182, -2.695], [0.792, 5.120, -1.769], [0.409, 3.947, -2.477], [0.283, 3.570, -4.630], [-0.896, 4.732, -4.009], [2.113, 5.154, -4.279], [0.841, 6.226, -4.873], [0.250, 6.916, -2.630], [1.991, 6.670, -2.412], [1.237, 3.226, -2.428], [-0.470, 3.507, -1.995], [1.068, -4.281, -5.810], [0.910, -4.778, -4.372], [0.803, -3.462, -3.619], [0.184, -2.523, -4.496], [0.146, -3.067, -5.826], [0.794, -5.022, -6.559], [2.100, -3.976, -5.993], [-0.014, -5.350, -4.269], [1.735, -5.397, -4.024], [1.801, -3.089, -3.357], [0.207, -3.536, -2.706], [-0.884, -3.350, -6.061], [0.463, -2.296, -6.528], [-5.629, 0.232, 5.524], [-6.080, -0.227, 6.909], [-6.377, 1.102, 7.592], [-6.816, 1.989, 6.560], [-6.555, 1.419, 5.282], [-5.717, -0.538, 4.758], [-4.588, 0.563, 5.561], [-6.991, -0.824, 6.828], [-5.335, -0.816, 7.442], [-5.476, 1.519, 8.056], [-7.155, 1.031, 8.352], [-7.501, 1.095, 4.834], [-6.114, 2.183, 4.640]], "mulliken_charge": [-1.59, 2.11, -1.55, -1.57, 1.43, -0.32, -1.06, 0.26, -0.97, -0.09, -0.40, 0.10, 0.27, -0.79, 0.31, -0.36, 0.30, 0.49, 0.26, -0.60, 0.31, 0.35, 0.43, 0.54, -0.10, 0.24, -0.02, 0.70, 0.12, 0.34, 0.51, 0.46, 0.43, 0.13, 0.24, 0.10, 0.04, -0.41, -0.64, -0.40, -0.29, -0.50, 0.38, 0.11, 0.31, 0.35, 0.17, 0.27, 0.29, 0.29, -0.17, -0.01, -0.32, -0.44, -0.55, 0.46, -0.14, 0.32, -0.18, 0.16, 0.28, 0.27, 0.30, -0.61, -0.32, -0.60, -0.46, 0.57, 0.33, 0.36, -0.02, 0.43, 0.31, 0.32, -0.33, 0.01, -0.58, -0.72, 0.38, -0.44, -0.54, 0.38, 0.25, 0.29, 0.38, -0.36, 0.40, 0.28, 0.28, -0.38, -0.44, -0.45, -0.39, -0.50, 0.40, 0.21, 0.30, 0.20, 0.27, 0.29, 0.28, 0.27], "homo_ha": -0.40154, "charge": 1, "energy_ev": -75581.0734, "e_above_lowest_kj_mol": 14.57, "gap_ev": 8.143, "spin_multiplicity": 1}

Record 2
{"formula": "C30H62B2FIN3O8", "method": "wB97M-V/def2-TZVPD", "symbols": ["C", "C", "O", "B", "O", "C", "F", "C", "C", "C", "C", "I", "C", "C", "C", "O", "C", "N", "N", "C", "B", "O", "N", "C", "C", "C", "C", "C", "C", "C", "O", "C", "C", "C", "O", "H", "H", "H", "H", "H", "H", "H", "H", "H", "H", "H", "H", "H", "H", "H", "H", "H", "H", "H", "H", "H", "H", "H", "H", "H", "H", "H", "H", "H", "H", "H", "H", "H", "H", "H", "H", "H", "H", "H", "H", "H", "H", "H", "H", "H", "H", "C", "C", "C", "O", "C", "H", "H", "H", "H", "H", "H", "H", "H", "C", "C", "C", "O", "C", "H", "H", "H", "H", "H", "H", "H", "H"], "positions_angstrom": [[0.176, -8.066, -0.991], [0.567, -6.985, 0.225], [-0.698, -6.336, 0.594], [-0.448, -5.094, 1.410], [-0.315, -5.364, 2.876], [-0.410, -3.615, 0.697], [0.883, -3.676, -0.097], [-0.256, -2.315, 1.655], [0.881, -2.387, 2.833], [0.289, -1.996, 4.349], [-1.023, -2.874, 4.782], [-2.066, -1.919, 6.453], [0.237, -1.067, 0.670], [0.305, 0.400, 1.480], [1.751, 1.197, 1.204], [2.935, 0.482, 1.679], [1.867, 1.777, -0.344], [2.597, 0.860, -1.298], [-0.373, -0.996, -0.685], [-1.587, -1.801, -1.042], [-2.894, -0.972, -0.380], [-4.325, -1.238, -0.769], [-2.804, 0.069, 0.715], [-3.169, 1.442, 0.175], [-3.612, -0.267, 1.942], [-1.835, -1.698, -2.662], [-2.514, -0.272, -3.188], [-0.619, -1.985, -3.684], [0.336, -0.690, -4.080], [-1.579, -3.374, -0.462], [-1.037, -4.249, -1.572], [-3.000, -4.073, -0.238], [-3.674, -3.841, 1.388], [-5.410, -3.939, 1.454], [-4.377, -5.091, 2.017], [-0.822, -8.593, -0.604], [0.964, -8.924, -1.109], [-0.110, -7.538, -1.996], [0.875, -7.681, 1.144], [1.422, -6.260, -0.111], [0.689, -5.481, 3.010], [-1.240, -1.921, 2.162], [1.781, -1.616, 2.680], [1.412, -3.419, 2.977], [1.212, -2.185, 5.079], [0.025, -0.862, 4.457], [-0.606, -3.914, 5.195], [-1.728, -3.180, 3.872], [1.408, -1.291, 0.550], [-0.483, 1.182, 1.040], [0.049, 0.302, 2.617], [1.665, 2.176, 1.883], [3.539, 1.141, 2.169], [2.415, 2.834, -0.257], [0.754, 2.038, -0.688], [2.373, -0.130, -1.060], [2.217, 1.118, -2.258], [-0.661, 0.022, -0.824], [0.448, -1.101, -1.356], [-4.379, -1.773, -1.607], [-4.229, 1.497, -0.321], [-3.188, 2.217, 1.075], [-2.314, 1.820, -0.548], [-4.192, 0.706, 2.318], [-4.345, -1.172, 1.836], [-2.833, -0.516, 2.806], [-2.678, -2.514, -2.895], [-3.708, -0.283, -3.120], [-2.031, 0.683, -2.713], [-2.344, -0.149, -4.366], [-1.104, -2.330, -4.720], [0.132, -2.839, -3.398], [1.475, -1.046, -4.086], [0.253, 0.072, -3.187], [0.048, -0.175, -5.090], [-1.803, -4.573, -2.140], [-2.956, -5.267, -0.236], [-3.838, -3.788, -0.995], [-3.118, -3.003, 2.141], [-6.005, -4.262, 0.499], [-5.925, -3.422, 2.389], [-0.187, 5.404, -3.097], [0.717, 6.451, -2.501], [1.257, 5.744, -1.277], [1.299, 4.345, -1.589], [0.571, 4.127, -2.805], [-0.385, 5.548, -4.162], [-1.148, 5.398, -2.568], [1.536, 6.672, -3.196], [0.208, 7.388, -2.263], [0.591, 5.875, -0.417], [2.257, 6.090, -1.000], [1.298, 3.908, -3.595], [-0.090, 3.263, -2.690], [6.085, 7.804, 1.202], [5.923, 6.319, 1.004], [4.419, 6.156, 1.041], [3.856, 7.372, 0.530], [4.897, 8.355, 0.444], [7.040, 8.194, 0.840], [5.995, 8.048, 2.267], [6.305, 6.032, 0.017], [6.436, 5.716, 1.757], [4.058, 6.027, 2.067], [4.073, 5.310, 0.441], [5.134, 8.499, -0.616], [4.542, 9.305, 0.854]], "mulliken_charge": [-0.94, -0.21, -0.44, 0.90, -0.48, -0.59, -0.49, 1.41, -0.58, -0.73, -0.51, 0.01, -1.78, -0.37, -0.53, -0.52, 0.64, -0.62, 0.47, 0.54, -0.80, -0.83, 0.35, -0.80, -0.49, -0.08, -0.72, -0.86, -0.31, 0.08, -0.71, -0.63, 0.99, -0.92, -0.56, 0.23, 0.33, 0.20, 0.26, 0.19, 0.31, -0.72, 0.16, 0.51, 0.36, 0.34, 0.45, 0.04, 1.06, 0.16, -0.01, 0.50, 0.37, 0.06, -0.30, 0.30, 0.25, 0.55, 0.90, 0.44, 0.24, 0.44, 0.05, 0.41, 0.09, 0.02, 0.35, 0.31, -0.05, 0.39, 0.39, 0.22, 0.27, -0.28, 0.33, 0.57, 0.55, 0.40, -0.10, 0.28, 0.31, -0.65, -0.65, -0.23, -0.24, 0.12, 0.38, 0.26, 0.27, 0.39, 0.29, 0.01, 0.26, -0.22, -0.54, -0.66, 0.08, -0.40, -0.44, 0.34, 0.25, 0.28, 0.35, 0.25, -0.04, 0.28, 0.26], "homo_ha": -0.41000, "charge": 1, "energy_ev": -65118.7092, "e_above_lowest_kj_mol": 1316.40, "gap_ev": 8.696, "spin_multiplicity": 1}